Entry 1:
Computed, not measured: a 13-piece molecular cluster, C30H90N4O13 overall in a non-equilibrium geometry, with ωB97M-V/def2-TZVPD.

Element x y z (Å)
C 2.16 3.23 -0.05
O 3.11 2.45 0.65
H 2.11 2.82 -1.06
H 1.17 3.33 0.41
H 2.65 4.19 -0.16
H 2.64 1.62 0.75
C 2.34 -0.62 -3.77
O 3.04 0.67 -3.70
H 2.23 -0.77 -4.84
H 3.01 -1.38 -3.36
H 1.38 -0.76 -3.28
H 3.87 0.68 -4.18
C -1.43 -3.43 -2.35
O -0.50 -2.90 -3.34
H -2.33 -2.84 -2.19
H -1.78 -4.44 -2.57
H -0.89 -3.40 -1.40
H -0.76 -2.82 -4.26
C 2.78 -4.48 -3.07
O 1.55 -4.70 -3.79
H 3.01 -3.42 -3.21
H 2.67 -4.68 -2.00
H 3.62 -5.09 -3.39
H 0.87 -4.10 -3.48
C 0.75 -1.11 5.03
C -0.39 -1.97 4.44
O 0.14 -2.71 3.41
H 1.65 -1.64 5.32
H 0.40 -0.45 5.83
H 1.01 -0.30 4.34
H -1.10 -1.25 4.02
H -0.94 -2.56 5.18
H -0.59 -3.14 2.96
C 5.78 -1.66 -1.30
C 5.72 -0.17 -1.56
O 6.73 0.51 -0.83
H 6.52 -2.26 -1.83
H 4.88 -2.13 -1.69
H 5.83 -1.94 -0.25
H 4.82 0.17 -1.04
H 5.65 0.23 -2.57
H 6.34 0.53 0.05
C -2.68 -0.21 -3.75
C -3.09 1.27 -3.49
O -4.15 1.78 -4.40
H -3.46 -0.88 -4.11
H -2.09 -0.70 -2.97
H -1.99 -0.38 -4.58
H -2.18 1.87 -3.49
H -3.50 1.28 -2.48
H -4.52 2.53 -3.93
C 4.71 -2.04 3.10
C 5.38 -0.66 2.92
O 4.96 -0.15 1.67
H 4.61 -2.39 4.13
H 5.14 -2.79 2.44
H 3.67 -1.98 2.79
H 6.47 -0.74 2.91
H 5.11 0.10 3.65
H 4.01 -0.13 1.83
C -4.84 -1.08 -0.94
C -5.00 -0.96 0.57
O -4.58 -2.19 1.12
H -4.10 -1.79 -1.30
H -4.63 -0.11 -1.40
H -5.81 -1.44 -1.29
H -5.99 -0.64 0.90
H -4.34 -0.18 0.95
H -5.17 -2.43 1.83
C -2.26 8.13 0.70
C -3.31 7.21 1.30
C -2.62 6.26 2.35
O -1.68 5.30 1.72
C -0.90 4.43 2.57
N -4.28 8.01 2.03
H -2.55 8.86 -0.05
H -1.56 7.53 0.12
H -1.73 8.82 1.36
H -3.74 6.61 0.50
H -3.44 5.76 2.87
H -2.07 6.78 3.14
H -0.06 4.86 3.13
H -0.46 3.63 1.98
H -1.55 3.74 3.11
H -4.23 8.97 1.71
H -3.87 8.22 2.92
C -4.01 3.94 -0.89
C -5.24 4.09 -1.75
C -6.07 5.35 -1.31
O -7.27 5.38 -2.12
C -7.97 6.63 -2.14
N -4.77 4.33 -3.06
H -3.42 4.85 -0.99
H -3.37 3.14 -1.26
H -4.34 3.81 0.14
H -6.01 3.32 -1.61
H -5.53 6.30 -1.31
H -6.41 5.11 -0.31
H -7.46 7.43 -2.67
H -8.21 6.92 -1.12
H -8.89 6.41 -2.68
H -4.17 5.14 -3.07
H -5.59 4.68 -3.54
C 1.72 -2.13 -0.09
C 1.39 -0.62 0.05
C -0.06 -0.37 -0.35
O -0.37 0.97 0.05
C -1.70 1.25 0.45
N 1.60 -0.19 1.37
H 1.01 -2.70 0.51
H 2.73 -2.31 0.29
H 1.79 -2.53 -1.10
H 1.98 -0.04 -0.66
H -0.59 -1.20 0.13
H -0.33 -0.49 -1.40
H -1.88 2.32 0.55
H -1.95 0.70 1.36
H -2.34 1.05 -0.41
H 1.23 -0.93 1.96
H 0.97 0.59 1.47
C 3.96 -5.38 1.17
C 4.17 -6.70 1.90
C 4.81 -7.88 1.09
O 4.86 -9.06 1.90
C 3.64 -9.70 1.97
N 4.97 -6.38 3.08
H 3.24 -5.63 0.40
H 4.83 -4.87 0.76
H 3.48 -4.60 1.76
H 3.14 -7.01 2.09
H 5.78 -7.64 0.66
H 4.24 -8.10 0.18
H 3.03 -9.11 2.65
H 3.93 -10.64 2.43
H 3.10 -9.88 1.04
H 5.23 -7.11 3.73
H 5.80 -5.94 2.71

Results
highest occupied orbital energy (spin up / spin down): 0.36 / -7.33 eV
frontier orbital gap (spin up / spin down): 0.0600 / 0.3422 Eh
E_tot: -65138.4778 eV
2S+1: 2
⟨S²⟩: 0.7506
net charge: -1

Entry 2:
Computed, not measured: C19H27KN7O5 as an isolated structure, with ωB97M-V/def2-TZVPD.

Element x y z (Å)
K 0.01 -0.50 0.25
O -1.50 0.07 6.79
C -1.29 -0.06 5.44
C -1.37 -1.29 4.81
C -1.16 -1.34 3.44
N -0.89 -0.25 2.73
C -0.79 0.93 3.34
C -0.99 1.07 4.70
C -0.39 2.16 2.47
O -0.34 3.24 3.07
O -0.15 1.92 1.26
C -1.16 -2.71 2.70
O -1.43 -3.69 3.40
O -0.85 -2.67 1.48
H -1.69 -0.81 7.14
H -1.59 -2.21 5.33
H -0.90 2.05 5.16
C -2.28 -0.67 -1.97
N -1.76 -0.66 -3.32
C -2.52 0.01 -4.35
C -1.56 -0.09 -5.53
N -0.25 -0.02 -4.88
C 0.79 -0.65 -5.66
C -0.41 -0.37 -3.53
N 0.44 -0.40 -2.59
C 1.80 0.06 -2.83
C 2.44 0.61 -1.56
N 2.64 -0.40 -0.54
C 3.78 -0.69 -0.07
N 3.93 -1.49 1.06
C 2.78 -1.65 1.94
C 5.21 -1.18 1.66
C 6.05 -0.84 0.43
N 5.06 -0.28 -0.48
C 5.42 -0.28 -1.88
H -3.36 -0.85 -2.02
H -2.11 0.28 -1.45
H -1.84 -1.49 -1.41
H -2.72 1.06 -4.09
H -3.47 -0.49 -4.53
H -1.69 0.70 -6.26
H -1.69 -1.06 -6.03
H 0.77 -0.23 -6.67
H 0.64 -1.73 -5.74
H 1.78 -0.47 -5.25
H 1.83 0.85 -3.59
H 2.41 -0.78 -3.19
H 1.75 1.35 -1.14
H 3.35 1.16 -1.82
H 1.96 -2.13 1.41
H 2.42 -0.69 2.33
H 3.07 -2.29 2.77
H 5.60 -2.02 2.22
H 5.13 -0.31 2.33
H 6.49 -1.75 0.01
H 6.85 -0.14 0.65
H 6.20 -1.02 -2.07
H 5.79 0.70 -2.21
H 4.56 -0.54 -2.50

Results
highest occupied orbital energy: -4.99 eV
energy above the lowest of the compared OMol25 structures with the same formula, charge and spin: 11.3 kcal/mol
frontier orbital gap: 0.2619 Eh
E_tot: -57138.6132 eV
2S+1: 1
net charge: -1

Entry 3:
Computed, not measured: C34H30AsN3O6Pt as an isolated structure, with ωB97M-V/def2-TZVPD.

Element x y z (Å)
Pt -0.39 -0.85 0.10
C -2.57 -1.29 2.29
N -1.89 -1.89 1.12
C -1.26 -3.17 1.53
C -2.91 -2.13 0.04
C -3.09 -0.84 -0.71
C -4.26 -0.43 -1.33
C -4.27 0.76 -2.06
C -3.12 1.53 -2.18
C -1.93 1.14 -1.56
C -1.97 -0.04 -0.84
H -3.29 -2.01 2.68
H -3.09 -0.38 1.99
H -1.85 -1.05 3.07
H -2.03 -3.85 1.91
H -0.53 -2.98 2.32
H -0.77 -3.63 0.67
H -3.82 -2.50 0.49
H -2.50 -2.90 -0.62
H -5.16 -1.03 -1.25
H -5.18 1.08 -2.54
H -3.14 2.44 -2.76
H -1.04 1.73 -1.64
C 1.42 5.03 -0.57
C 1.69 3.83 -1.21
C 1.26 2.63 -0.66
C 0.55 2.65 0.54
C 0.27 3.86 1.19
C 0.71 5.05 0.63
As 0.01 1.07 1.48
C 1.52 0.25 2.32
C 2.79 0.62 1.88
C 3.90 -0.02 2.41
C 3.75 -1.03 3.35
C 2.48 -1.40 3.78
C 1.36 -0.77 3.26
C -1.33 1.63 2.71
C -2.51 2.14 2.18
C -3.50 2.60 3.04
C -3.29 2.55 4.42
C -2.10 2.06 4.94
C -1.11 1.59 4.08
H 1.76 5.96 -1.00
H 2.25 3.82 -2.13
H 1.49 1.70 -1.15
H -0.29 3.88 2.11
H 0.50 5.98 1.13
H 2.92 1.41 1.15
H 4.89 0.27 2.08
H 4.62 -1.52 3.77
H 2.36 -2.17 4.53
H 0.38 -1.05 3.62
H -2.67 2.19 1.11
H -4.42 3.00 2.65
H -4.06 2.91 5.09
H -1.94 2.04 6.00
H -0.17 1.23 4.49
O 1.14 -0.52 -1.22
C 0.92 -1.63 -1.85
O -0.01 -2.36 -1.39
C 1.72 -1.99 -3.02
C 2.70 -1.11 -3.47
C 3.44 -1.47 -4.57
C 3.25 -2.66 -5.24
C 2.27 -3.51 -4.76
C 1.50 -3.21 -3.66
N 2.04 -4.80 -5.45
O 1.18 -5.52 -4.98
O 2.74 -5.05 -6.40
N 4.47 -0.52 -5.06
O 5.15 -0.88 -6.00
O 4.55 0.54 -4.48
H 2.89 -0.16 -2.99
H 3.85 -2.93 -6.10
H 0.75 -3.90 -3.32

Results
highest occupied orbital energy: -15.04 eV
energy above the lowest of the compared OMol25 structures with the same formula, charge and spin: 0.0 kcal/mol
frontier orbital gap: 0.2885 Eh
E_tot: -116564.9848 eV
2S+1: 1
net charge: +2

Entry 4:
Computed, not measured: a 3-piece molecular cluster, C5H17N2O3 overall in a non-equilibrium geometry, with ωB97M-V/def2-TZVPD.

Element x y z (Å)
C -0.24 1.67 1.40
O 0.08 1.59 0.10
C 0.49 0.56 2.11
C 0.22 -0.87 1.56
C -0.14 -0.99 0.07
C 0.59 -1.67 -0.70
N 0.33 -1.69 -2.14
N 0.06 0.62 3.44
H -1.26 1.73 1.27
H 0.22 2.64 1.76
H 0.59 2.46 -0.27
H 1.58 0.67 2.08
H -0.72 -1.29 2.09
H 1.04 -1.62 1.70
H -1.07 -0.61 -0.16
H 1.56 -2.21 -0.49
H 0.75 -2.51 -2.59
H -0.68 -1.71 -2.44
H 0.77 -0.87 -2.53
H -0.68 1.16 3.60
H 0.00 -0.21 4.02
H 1.50 1.61 -2.03
H 1.95 1.75 -3.43
O 1.74 1.14 -2.82
H -2.71 0.20 -1.57
H -3.37 -0.85 -2.21
O -2.60 -0.70 -1.83

Results
highest occupied orbital energy: -11.80 eV
energy above the lowest of the compared OMol25 structures with the same formula, charge and spin: 91.8 kcal/mol
frontier orbital gap: 0.3283 Eh
E_tot: -14574.2471 eV
2S+1: 1
net charge: +1